DFT (ωB97M-V/def2-TZVPD) results for a cluster of 10 separate species, C66H148N2O2 in total.

Geometry as XYZ:
```
218
Properties=species:S:1:pos:R:3:mulliken_charge:R:1
C 16.3614 7.3573 18.5185 -0.78
H 16.2970 11.8856 12.8168 0.34
H 15.2616 20.8333 7.8965 0.39
C 17.0280 18.8653 10.9086 1.88
H 11.1333 16.9882 25.9082 0.43
H 8.6437 15.3417 22.6521 0.07
H 12.5821 16.4739 25.1447 0.27
C 10.9199 16.2692 23.8367 0.84
N 14.3531 11.4948 22.8055 1.25
H 16.6041 19.0368 19.6228 -0.54
O 13.8687 10.3578 22.6283 -0.76
H 8.0681 11.9703 24.2588 0.38
C 12.8107 11.2279 14.3090 -0.35
H 12.2540 12.4951 20.1523 -0.78
H 14.5339 18.6428 23.9141 0.50
H 20.3205 11.8929 15.1117 0.39
C 16.2298 11.2276 17.4124 -0.29
H 16.8605 13.6544 21.6728 -0.57
H 15.0015 19.3561 12.8337 0.28
H 13.0653 9.0544 14.4679 0.48
C 19.6573 11.0359 18.4173 -2.21
H 13.5818 18.8348 9.1878 0.31
C 16.1843 8.5776 17.5409 -0.34
H 10.0629 12.7235 21.1654 -0.15
H 9.9848 17.0250 20.4537 0.50
H 17.5149 19.3375 12.9346 0.27
H 16.9558 12.7901 23.1981 0.91
H 15.1721 22.2907 18.0440 0.42
H 16.8589 8.4889 16.6525 0.38
H 19.1407 18.1584 10.8731 0.35
H 14.5529 14.7074 17.2329 -0.27
H 14.4373 19.4726 20.6888 0.25
C 15.8307 12.9167 12.8892 0.04
H 15.4104 15.5319 19.4758 -0.42
C 18.6171 16.3693 21.0125 -0.84
C 9.8057 17.0872 23.1964 -1.08
H 16.5970 16.7612 10.4338 0.44
C 14.6905 16.0861 18.8515 1.32
H 12.6603 16.5502 19.0235 0.85
H 10.4623 12.7289 14.3668 0.27
H 10.2106 15.2061 13.6458 0.32
H 13.4782 11.3447 13.4397 0.15
H 10.3816 11.0736 21.4265 1.12
H 14.7312 14.6167 22.4757 -0.68
H 18.0871 14.4261 20.3406 -1.03
C 19.9573 12.6458 14.4442 -1.08
C 9.8138 11.7280 20.7520 -0.33
H 14.3556 13.2047 20.8905 -0.93
C 13.3433 11.3952 24.9337 -1.84
H 18.3329 12.5777 19.1893 -1.25
H 15.3736 17.4819 11.4459 0.25
C 14.5877 13.4913 24.2606 -1.82
H 15.5723 9.9309 18.9898 -0.84
H 8.9036 14.8329 14.8846 0.43
H 16.6383 18.6049 22.5383 0.59
H 18.8280 12.8098 17.5013 -0.64
C 16.2623 13.1713 22.5303 -0.93
H 10.1715 17.9689 22.6669 0.30
C 7.6200 11.9937 22.0720 -0.24
C 15.1678 21.1392 11.3075 -1.23
H 14.1777 10.7511 25.2282 0.48
H 16.7458 10.1768 22.7715 0.36
C 8.2663 11.3663 20.8269 -1.15
H 12.5228 14.0855 13.8428 0.55
H 13.0622 12.0743 25.7327 0.44
C 18.9845 14.9656 20.5519 0.69
H 15.6976 20.9324 13.3517 0.38
C 17.0838 19.7999 12.0946 -1.30
H 11.8817 18.0371 24.5884 0.33
H 20.6126 15.5559 19.3246 0.61
H 15.9080 22.0449 9.0729 0.35
H 12.6792 12.1638 16.1758 -0.89
H 18.3069 18.3849 15.3292 0.40
H 14.0546 21.8566 8.8124 0.37
H 14.0855 12.7068 15.2004 -0.44
C 8.3579 11.5081 23.3015 -0.77
H 10.0745 12.5212 18.7798 0.07
H 17.4533 11.2451 21.4757 0.46
H 14.1674 16.2620 16.6258 0.32
H 14.8768 17.1497 19.1565 -0.18
H 15.7624 12.7327 20.0662 -0.22
O 16.2272 18.8906 8.7291 -0.64
C 8.9575 16.3001 22.2197 -0.42
H 15.2882 13.2030 25.0281 0.43
C 9.9571 14.8842 14.6847 -1.42
C 19.7928 14.8889 19.2170 -0.07
H 19.7546 10.5716 19.3969 0.35
C 13.8892 19.4968 10.0572 -1.66
C 18.9940 11.9452 13.4605 0.14
C 13.2783 15.7518 19.4230 -1.51
H 19.5573 16.8887 21.1155 0.49
H 13.1937 15.9140 20.4958 0.06
H 7.9985 16.8840 22.1042 0.35
C 15.3681 5.8779 20.3216 -1.45
C 13.0226 12.4717 15.1647 1.50
H 17.1025 17.6217 17.4478 -0.05
H 10.6392 15.5468 21.1782 -0.55
C 15.0382 21.3872 8.8073 -1.64
H 7.8517 11.8319 19.9207 0.35
H 12.4157 10.7838 19.8076 0.43
H 8.8326 14.1967 20.1072 0.00
H 17.8713 16.7885 14.5642 -0.09
H 13.8146 18.7953 10.9153 0.29
H 20.7861 12.9962 13.8123 0.40
H 18.8661 16.8550 16.0379 0.22
H 18.0650 12.2858 11.5508 0.30
H 16.0996 14.9087 13.3772 0.42
H 13.0254 20.1601 10.1886 0.47
H 15.1463 8.5954 17.1366 0.05
H 12.7657 13.7080 22.4253 -0.43
C 15.3985 14.1805 23.1910 0.59
H 10.5786 13.2388 15.9969 0.03
H 18.2952 17.9371 9.4647 0.49
C 18.3901 18.6836 10.2636 -1.84
C 16.6031 10.7211 21.8523 -1.41
H 18.6498 14.9951 13.0812 0.39
H 11.8636 12.1545 22.7203 -0.26
C 14.7121 17.9257 23.0688 -1.71
C 19.1541 12.4861 18.5284 3.23
H 19.6883 13.0470 11.6894 0.51
H 17.5761 20.7463 11.9376 0.39
H 12.4425 11.9361 18.4550 -0.73
H 19.5211 13.5211 14.9207 0.07
C 11.6753 17.0212 24.9341 -1.50
C 16.4524 17.4890 11.2634 -1.57
N 16.2285 19.4771 9.8481 0.62
H 19.5668 14.4659 21.3169 0.51
H 19.4531 10.9720 13.2236 0.51
H 14.2389 21.6211 11.6111 0.44
H 11.8658 11.2016 13.8722 0.53
C 12.2606 13.7639 14.8268 -0.48
H 14.9044 8.0309 19.9479 -0.04
C 16.7423 14.0096 13.4555 1.24
H 15.1541 20.4366 21.9190 0.64
C 16.4494 19.9224 20.2723 0.38
C 15.3797 19.6139 21.2510 -0.98
H 16.2820 9.9859 21.1323 -0.10
H 15.9143 17.5019 21.2987 -0.78
H 19.0914 10.3247 17.8555 0.48
H 9.2295 17.4459 24.0526 0.41
H 9.3158 15.2839 18.8147 0.22
H 17.8152 14.6594 11.6480 0.29
H 17.2573 21.4775 19.0122 0.36
H 10.4510 15.3874 24.2117 0.37
C 14.8584 15.7597 17.3458 -0.71
C 15.1761 21.3341 18.4794 -0.97
H 10.0530 10.7946 18.8298 0.56
H 16.1022 22.0581 20.2305 0.36
H 15.0824 12.7913 13.6422 -1.10
H 7.9069 15.5841 19.7450 0.46
H 17.3411 19.9756 20.9074 0.38
H 16.5204 11.1449 16.3678 0.58
C 9.6949 16.0734 20.8856 0.65
H 19.2272 15.2782 18.3153 -0.43
H 14.3617 6.8759 18.8060 0.29
C 18.0277 14.2095 12.5863 -1.11
H 8.0262 10.3132 20.7983 0.50
C 13.0964 9.9666 15.0603 -1.10
C 18.0489 17.3363 15.5310 -0.90
H 20.7962 13.0708 19.7859 0.44
H 15.0756 17.0613 23.6360 0.23
H 18.0971 16.2407 21.9936 0.28
C 15.7481 18.3484 22.0408 1.01
H 15.8852 22.0429 11.2627 0.31
H 8.1346 10.4900 23.4260 0.38
H 15.4694 13.1721 11.8509 0.30
H 16.8974 16.8873 12.0176 0.23
H 16.9768 13.7994 14.4650 -0.30
C 16.8222 17.2829 16.4804 -0.32
H 20.6508 11.0761 17.9874 0.50
C 10.3941 11.6491 19.3336 -0.75
C 11.9079 11.6736 19.4492 0.77
C 15.5598 11.8888 22.0036 1.60
H 18.0368 11.6308 13.9285 -0.35
H 6.5606 11.6319 22.2061 0.35
C 16.3628 9.9535 18.2489 1.55
H 15.9782 17.9246 16.1708 0.44
H 17.3302 9.9532 18.8554 -0.26
H 17.9752 16.8425 20.2933 -0.19
H 16.6561 6.4051 18.0470 0.46
C 15.6247 20.2498 12.4980 -0.47
C 10.7655 13.6062 14.9979 0.00
C 20.2455 13.4706 18.9302 -1.34
H 9.4240 11.6119 23.1597 -0.10
H 15.4316 20.5081 17.7955 0.06
C 15.0184 12.3294 20.6495 1.14
H 16.9615 15.1700 17.0290 -0.20
C 12.4447 12.9628 23.1612 -1.07
H 14.5297 11.5339 20.0752 -0.61
H 11.6571 15.8741 23.0630 -0.50
C 16.3173 21.2819 19.5274 -0.76
H 18.7999 19.5845 9.6470 0.31
H 13.7560 17.6298 22.7298 0.23
H 16.6526 12.1318 17.9249 -0.69
H 14.2723 21.0529 18.9696 0.34
H 16.0266 5.9930 21.1073 0.38
H 11.9622 13.3499 23.9873 1.05
C 15.0694 20.4436 9.9718 1.46
C 16.2407 15.8828 16.6142 1.22
H 12.4289 9.7453 15.9126 0.28
H 13.8701 14.1604 24.7415 0.42
C 8.9230 15.2501 19.8382 -1.14
H 12.9819 14.7329 19.1659 0.18
C 18.7046 12.8286 12.2494 -1.13
H 12.5611 14.5964 15.5170 -0.23
H 15.6714 5.0119 19.6644 0.31
H 7.5754 13.0399 21.8255 0.11
H 14.0715 10.0732 15.4695 0.03
H 21.0532 13.5814 18.2451 0.49
H 17.2381 7.7561 19.1217 0.20
H 12.4371 10.8095 24.7486 0.22
H 15.9810 14.9914 23.5814 0.65
C 13.7183 12.3321 23.7844 1.60
H 16.1438 15.4767 15.6043 -0.48
H 15.2182 11.4960 17.2926 -0.07
H 10.2597 15.5740 15.4248 0.30
C 15.1867 7.0951 19.4501 0.07
H 14.4047 5.6554 20.8382 0.37
```

Values from the calculation:
M: 1001.92 g/mol
HOMO-LUMO gap (spin up / spin down): 7.92 / 9.72 eV
strongest force on any atom: 3.17 eV/Å
spin multiplicity: 3
energy above the lowest of the compared OMol25 structures with the same formula, charge and spin: 0.0 kJ/mol
highest occupied orbital energy (spin up / spin down): -7.43 / -9.24 eV